ORCA calculation (the ωB97M-V functional and the def2-TZVPD basis) on a molecular structure, C58H105Cl4N18O4Y.

XYZ file:
```
190
Properties=species:S:1:pos:R:3:forces:R:3
Y -0.30023 0.91657 -0.42439 -0.887 0.128 -0.907
C 4.81504 5.37241 3.11218 -0.468 0.722 0.261
C 4.16162 4.22831 3.93215 0.262 1.586 -1.558
N 2.64261 4.34988 3.79251 -1.292 0.179 -1.679
C 1.79066 3.74786 4.66696 -1.224 -0.810 0.488
C 0.45770 3.81271 4.22660 2.530 1.037 0.755
N 0.50649 4.60630 3.13332 3.329 0.768 -2.031
C 1.86685 4.83088 2.73718 -2.168 -0.653 3.411
C -0.66173 5.23338 2.51588 -0.308 -0.703 -1.137
H 4.60469 5.28730 2.04606 0.219 -0.016 0.025
H 5.85514 5.65332 3.27767 0.452 -1.409 -0.048
H 4.47699 6.35103 3.45297 -1.043 -0.033 -0.001
H 4.51328 4.35120 4.95652 -0.758 -0.343 0.157
H 4.42484 3.25720 3.51293 0.012 -0.009 0.282
H 2.20419 3.33354 5.57455 -0.195 -0.151 -0.082
H -0.48597 3.51044 4.65618 0.303 0.017 0.042
H 2.14747 5.41156 1.87089 0.085 -0.105 0.290
H -1.15716 4.49550 1.88485 -0.338 -0.352 0.283
H -0.41245 5.98740 1.76928 0.509 0.253 0.560
H -1.33075 5.63285 3.27805 0.225 -0.007 -0.056
C 2.05592 -4.55295 1.93027 -0.987 -0.992 1.091
C 0.50343 -4.73555 1.72535 1.303 1.111 -0.875
N -0.29950 -4.12958 2.78507 -3.328 1.795 1.079
C -0.45974 -4.51669 4.12672 -0.396 -0.074 -0.615
C -1.48016 -3.78101 4.70985 2.542 1.084 -0.668
N -1.78975 -2.75039 3.82888 1.007 -2.283 -3.966
C -1.22294 -3.10837 2.55663 1.263 0.097 3.774
C -2.65708 -1.60481 4.13210 -0.604 -0.613 -0.498
H 2.43579 -3.53159 1.90535 -0.352 -0.013 -0.935
H 2.57067 -5.29852 1.32424 0.149 0.522 -0.467
H 2.36843 -4.85437 2.93007 -0.396 -0.343 0.301
H 0.20427 -5.73723 1.41675 0.095 -0.365 1.170
H 0.22794 -4.19314 0.82091 0.099 0.568 0.052
H 0.21975 -5.26861 4.49996 -0.472 -0.139 0.258
H -1.72252 -3.65412 5.75463 -0.244 -0.467 -0.094
H -1.29689 -2.55707 1.63090 -0.418 0.240 -0.082
H -2.08473 -0.74681 4.48472 0.111 -0.268 0.159
H -3.40120 -1.98450 4.83226 0.123 0.364 0.255
H -3.20261 -1.29212 3.24176 0.282 -0.243 -0.210
C 3.80586 6.31447 -3.99786 0.562 -0.053 -0.501
C 3.54899 6.46573 -2.50040 1.188 -0.287 -0.696
N 2.17482 6.20197 -2.18039 -3.659 2.809 1.378
C 1.49420 5.07574 -2.44354 1.064 -2.335 0.116
C 0.25290 5.14848 -1.94917 -1.506 0.001 -0.561
N 0.04530 6.43953 -1.55412 1.782 0.783 1.498
C 1.23684 7.07088 -1.60852 1.509 -0.964 -1.346
C -1.22486 6.95060 -1.03247 -0.979 -0.393 -0.328
H 3.74479 5.26378 -4.28145 -0.660 0.041 -0.167
H 4.82043 6.53778 -4.32784 0.268 0.313 0.722
H 3.21410 6.97752 -4.62895 -0.442 -0.284 0.178
H 3.85738 7.43939 -2.11963 -0.172 -0.115 0.091
H 4.07530 5.65887 -1.99041 0.501 0.327 0.158
H 1.99800 4.18213 -2.78124 -0.119 0.101 -0.233
H -0.53178 4.41412 -1.84251 0.042 -0.134 -0.186
H 1.50524 8.08689 -1.35936 -0.405 0.013 0.043
H -1.27511 7.46572 -0.07319 1.074 0.318 -0.172
H -1.85253 6.08010 -0.84178 -0.070 -0.136 -0.453
H -1.67190 7.57212 -1.80833 -0.108 -0.003 0.203
C 3.22072 0.42987 3.42155 -0.298 -0.403 -0.375
C 2.80856 -1.06972 3.14650 0.336 1.671 0.929
N 2.17080 -1.62725 4.38046 -0.907 -0.704 1.850
C 2.59375 -2.78994 5.07915 -0.318 1.082 -0.838
C 1.79528 -2.99315 6.17943 0.541 1.356 -1.519
N 0.86178 -1.95113 6.18024 2.505 0.981 -3.303
C 1.14090 -1.10072 5.07480 0.221 -2.452 1.720
C -0.00275 -1.67647 7.26170 -1.702 1.020 1.510
H 3.66229 0.90539 2.54577 -0.223 -0.356 -0.408
H 3.96272 0.61526 4.19820 -0.105 -0.672 0.317
H 2.32425 1.00522 3.65269 -0.081 -0.007 -0.036
H 3.69161 -1.66534 2.91511 -0.179 -0.149 0.194
H 2.09194 -1.10662 2.32602 -0.050 -0.015 0.021
H 3.46384 -3.24679 4.63125 -0.116 -0.505 0.594
H 1.91470 -3.73251 6.95756 -0.328 0.104 0.018
H 0.61387 -0.18467 4.85236 -0.068 -0.138 -0.126
H 0.41380 -0.97998 7.98936 0.602 -0.454 0.190
H -0.34496 -2.58993 7.74810 0.301 0.036 0.006
H -0.90028 -1.12100 6.98967 -0.115 -0.278 -0.696
C 3.17833 -7.31966 -1.12350 0.446 0.314 0.198
C 3.68253 -5.96492 -1.64138 -1.083 0.169 0.597
N 2.85546 -5.46141 -2.74084 -3.096 1.181 -0.810
C 2.85733 -5.87213 -4.03632 1.547 -0.447 -0.722
C 1.93203 -5.18808 -4.75737 -0.569 -0.326 0.332
N 1.18449 -4.45676 -3.85545 2.169 -0.621 1.797
C 1.75830 -4.63857 -2.61688 0.904 -0.543 -0.992
C 0.01387 -3.67501 -4.17948 -0.779 0.468 0.662
H 3.38265 -8.09211 -1.86489 0.117 -0.182 0.344
H 2.12823 -7.38490 -0.83869 -0.264 0.504 -0.447
H 3.67186 -7.49233 -0.16709 0.467 -0.454 -0.273
H 4.73196 -5.98761 -1.93509 -0.164 -0.099 -0.180
H 3.55852 -5.17550 -0.90007 0.289 -0.137 0.308
H 3.58776 -6.62317 -4.29866 -0.044 0.184 -0.539
H 1.67360 -5.17598 -5.80592 0.149 -0.234 0.076
H 1.45651 -4.27085 -1.64730 -0.288 0.557 -0.317
H 0.17155 -2.91118 -4.94094 0.376 -0.287 -0.073
H -0.27204 -3.15423 -3.26562 -0.152 0.047 -0.017
H -0.78917 -4.34019 -4.49693 0.052 0.020 -0.029
C 5.63029 -0.74486 0.27960 -0.357 1.287 -0.306
C 6.16992 -1.65573 -0.81751 0.297 -0.765 1.662
N 5.23793 -1.96820 -1.88373 -2.898 0.785 -3.549
C 5.56116 -2.73841 -3.02375 -3.100 0.595 -0.823
C 4.49003 -2.58729 -3.97503 2.032 1.268 2.240
N 3.61867 -1.58119 -3.48966 2.692 -1.601 3.418
C 4.05107 -1.30465 -2.18477 1.385 -0.371 -1.889
C 2.61167 -0.81523 -4.21118 -0.694 -0.324 -0.593
H 6.40119 -0.36323 0.94906 0.287 -0.703 0.024
H 4.82100 -1.19351 0.85568 0.184 -0.360 -0.002
H 5.20138 0.19957 -0.05533 -0.103 0.009 -0.598
H 6.35307 -2.58563 -0.27914 0.178 -0.308 -0.262
H 7.13565 -1.39876 -1.25275 -0.233 0.525 -0.022
H 6.46901 -3.32213 -3.06200 -0.141 -0.032 -0.097
H 4.41294 -2.97909 -4.97850 0.016 0.041 0.109
H 3.65868 -0.49216 -1.59123 -0.325 -0.133 0.144
H 2.83722 -0.87521 -5.27590 0.564 0.589 0.101
H 2.55080 0.19070 -3.79585 0.052 -0.092 -0.320
H 1.60665 -1.23713 -4.20454 0.041 -0.190 0.841
C -6.09883 5.97504 5.32862 0.075 0.510 -0.091
C -4.58503 5.81652 5.33023 -0.025 1.096 1.334
N -4.10163 4.57468 4.87523 1.669 -5.083 -3.704
C -3.06628 3.83528 5.45607 -1.068 -2.262 -0.976
C -2.96757 2.57775 4.77342 -1.159 2.725 0.313
N -3.89536 2.61355 3.74515 -0.525 3.833 1.198
C -4.49988 3.86886 3.73442 1.082 -0.733 2.812
C -4.20297 1.54115 2.85592 -0.291 -1.077 -1.157
H -6.55445 6.10188 4.34658 0.237 0.185 -0.073
H -6.25842 6.87941 5.91578 -0.372 0.042 -0.178
H -6.65191 5.17198 5.81575 0.416 -0.154 0.172
H -4.22448 5.81150 6.35886 -0.276 0.398 0.224
H -3.98005 6.58438 4.84806 -0.596 0.400 -0.241
H -2.65623 4.14696 6.40534 0.164 -0.039 -0.144
H -2.36113 1.68806 4.85759 0.055 0.286 0.368
H -5.21813 4.28065 3.04093 -0.079 -0.475 -0.055
H -4.17324 0.58014 3.36943 0.372 0.252 0.176
H -3.50848 1.56198 2.01608 -0.032 -0.196 -0.102
H -5.23127 1.57854 2.49632 0.088 0.518 -0.022
C -0.52663 -8.35368 -3.23906 -1.017 -0.165 -0.139
C -1.49272 -8.04932 -2.10202 -0.173 -0.814 -0.508
N -1.86778 -6.64088 -2.04646 -0.365 2.901 0.493
C -1.25613 -5.71089 -1.19686 -2.426 2.173 -0.141
C -2.07470 -4.51810 -1.19838 3.188 -2.887 -0.516
N -2.99423 -4.69447 -2.15959 1.064 -5.538 -0.574
C -2.90509 -6.02161 -2.67639 1.456 1.694 2.041
C -4.07950 -3.85406 -2.30666 -2.690 2.226 -1.056
H -0.24656 -9.40466 -3.16762 0.398 0.170 0.018
H 0.31525 -7.66319 -3.28968 0.135 -0.205 0.121
H -1.12300 -8.27976 -4.14845 0.349 0.127 -0.308
H -1.12839 -8.39754 -1.13553 0.044 0.524 0.098
H -2.43172 -8.58112 -2.25555 0.101 -0.179 -0.055
H -0.33800 -5.87630 -0.65274 -0.360 -0.432 -0.080
H -1.95689 -3.57458 -0.68624 -0.111 0.087 0.148
H -3.48480 -6.47386 -3.46747 -0.319 0.187 0.222
H -4.88925 -4.25681 -2.91511 0.333 -0.370 -0.152
H -3.73646 -2.95082 -2.81120 -0.235 0.304 0.274
H -4.55512 -3.63340 -1.35105 0.364 0.213 0.095
C -6.83571 1.12840 -7.57542 -0.529 0.180 0.707
C -5.32245 0.94684 -7.63592 -1.714 -2.723 -3.606
N -4.71053 1.31306 -6.47921 1.801 2.219 4.053
C -4.29015 0.54325 -5.35436 0.317 1.796 -1.284
C -3.57698 1.42352 -4.57509 -0.829 -0.758 -0.098
N -3.61755 2.66180 -5.13619 -2.058 -0.126 -2.378
C -4.42669 2.61030 -6.30416 3.015 -1.158 3.577
C -3.07863 3.83687 -4.46922 -0.110 0.399 -0.372
H -7.41274 0.66454 -8.37540 0.336 0.480 -0.267
H -7.11449 2.15761 -7.34931 0.111 0.405 -1.001
H -7.27694 0.71685 -6.66765 0.508 -0.829 0.222
H -4.75866 1.36831 -8.46815 -0.680 0.886 -0.157
H -5.04254 -0.08198 -7.86241 -0.454 -0.469 0.440
H -4.54041 -0.50505 -5.28478 0.155 0.217 -0.012
H -3.14710 1.30186 -3.59182 0.244 -0.168 -0.119
H -4.66358 3.48062 -6.89815 -0.012 -0.321 -0.256
H -3.14691 3.60720 -3.40588 0.044 0.607 0.034
H -3.65035 4.69874 -4.81331 -0.260 -0.019 0.543
H -2.05483 4.07366 -4.75884 0.129 -0.571 0.011
C 3.34333 3.40952 0.04769 0.453 -0.769 0.144
C 2.17253 2.51760 -0.05158 -2.582 -1.694 -0.069
O 0.98383 2.87637 0.00516 -2.156 3.667 0.827
O 2.21175 1.28921 -0.26940 2.915 -2.567 -0.343
H 3.08442 4.46118 -0.07505 0.241 -0.224 -0.400
H 3.99014 2.91263 -0.67540 0.508 0.971 -0.360
H 3.86801 3.27098 0.99302 -0.154 -0.013 0.197
C -4.70281 -0.37645 -0.71230 -0.729 -0.039 0.465
C -3.37841 -0.94996 -0.24051 -0.588 0.629 0.636
O -2.38064 -0.30746 -0.62536 2.457 0.896 -0.592
O -3.33647 -1.88361 0.58354 -0.142 -0.591 -0.120
H -5.13960 0.15147 0.13542 -0.043 -0.211 0.408
H -5.42558 -1.15620 -0.95252 0.003 0.073 -0.203
H -4.66786 0.43816 -1.43567 0.460 -0.507 -0.401
Cl -0.05327 1.38795 -3.20946 0.059 -0.184 1.010
Cl -2.50193 2.88131 -0.62626 0.817 -0.206 0.300
Cl -0.46076 0.68021 2.32194 0.097 -0.029 -0.038
Cl 0.69641 -1.70436 -0.68032 0.035 -0.022 0.104
```
Positions in Å, forces in eV/Å.

Properties
* total charge: +6
* maximum force: 6.51 eV/Å
* HOMO-LUMO gap: 8.3 eV

Here are the Mulliken charges for atoms 1 to 6, given in e:
1 Y -0.4100
2 C -1.2001
3 C -0.1293
4 N 0.2093
5 C -0.9987
6 C 0.1414